A cluster of 16 separate species, C90H210N2O44 in total. Source: the OMol25 dataset; level of theory: ωB97M-V/def2-TZVPD.

The geometry in ORCA input format:
```
! wB97M-V def2-TZVPD RIJCOSX def2/J DEFGRID3
* xyz 0 1
C -2.079 5.740 -1.953
O -2.861 5.474 -3.171
C -2.207 5.900 -4.415
C -2.728 7.278 -4.908
O -2.693 8.339 -4.012
C -3.743 9.345 -4.166
C -3.525 10.566 -3.170
O -2.153 10.956 -3.089
C -1.487 11.202 -4.378
H -2.161 6.786 -1.655
H -1.021 5.645 -2.194
H -2.283 5.055 -1.130
H -2.556 5.093 -5.058
H -1.120 5.829 -4.378
H -3.741 7.004 -5.201
H -2.318 7.640 -5.851
H -4.676 8.822 -3.956
H -3.542 9.605 -5.205
H -3.796 10.383 -2.129
H -4.100 11.456 -3.425
H -0.761 12.010 -4.473
H -2.260 11.367 -5.129
H -1.096 10.255 -4.749
C 2.181 4.011 -9.810
O 2.262 2.577 -9.904
C 1.042 1.989 -9.386
C 1.007 1.601 -7.890
O 1.975 0.718 -7.535
C 1.793 0.320 -6.160
C 2.564 -0.961 -5.896
O 2.140 -1.530 -4.629
C 2.267 -2.942 -4.251
H 2.982 4.432 -10.418
H 2.189 4.393 -8.789
H 1.258 4.299 -10.313
H 0.973 1.055 -9.942
H 0.135 2.536 -9.644
H 0.018 1.565 -7.433
H 1.260 2.522 -7.366
H 0.768 0.229 -5.802
H 2.314 1.016 -5.502
H 3.650 -0.870 -5.909
H 2.381 -1.725 -6.652
H 2.035 -3.046 -3.192
H 3.335 -3.125 -4.370
H 1.677 -3.528 -4.956
C 12.540 -3.526 -7.669
O 11.369 -2.733 -7.249
C 11.383 -1.576 -8.053
C 10.501 -0.454 -7.439
O 9.143 -0.885 -7.354
C 8.257 0.040 -6.620
C 7.102 -0.676 -5.987
O 6.409 0.299 -5.287
C 5.938 -0.114 -4.036
H 12.462 -3.691 -8.743
H 12.521 -4.484 -7.149
H 13.526 -3.068 -7.582
H 11.087 -1.856 -9.063
H 12.418 -1.240 -8.126
H 10.535 0.431 -8.075
H 10.764 -0.135 -6.431
H 7.970 0.893 -7.235
H 8.708 0.601 -5.801
H 7.369 -1.448 -5.265
H 6.464 -1.159 -6.727
H 5.361 0.691 -3.582
H 6.795 -0.310 -3.392
H 5.393 -1.052 -4.143
C 2.838 1.117 -0.698
O 1.954 0.464 0.164
C 1.601 -0.912 -0.217
C 0.337 -0.814 -1.220
O -0.751 0.172 -0.929
C -1.395 -0.002 0.390
C -2.472 0.959 0.659
O -2.038 2.256 0.746
C -2.926 3.135 1.343
H 3.008 2.140 -0.361
H 2.459 1.207 -1.716
H 3.784 0.579 -0.627
H 1.361 -1.611 0.585
H 2.487 -1.293 -0.725
H -0.131 -1.787 -1.072
H 0.654 -0.718 -2.258
H -0.740 0.204 1.236
H -1.519 -1.046 0.676
H -2.883 0.586 1.597
H -3.239 0.869 -0.110
H -3.929 2.865 1.012
H -2.604 4.152 1.117
H -3.013 2.974 2.417
C -3.710 0.137 5.697
O -2.722 -0.811 5.663
C -1.319 -0.475 5.353
C -0.692 0.363 6.532
O -1.003 -0.255 7.723
C -0.101 0.279 8.689
C -0.699 -0.372 10.036
O 0.354 -0.956 10.849
C 0.876 0.144 11.557
H -3.782 0.726 4.783
H -3.776 0.811 6.552
H -4.679 -0.335 5.864
H -1.256 0.083 4.419
H -0.735 -1.395 5.363
H -1.012 1.405 6.525
H 0.386 0.460 6.403
H -0.011 1.365 8.667
H 0.940 -0.014 8.554
H -1.508 -1.083 9.866
H -1.270 0.488 10.386
H 1.571 -0.351 12.235
H 0.073 0.542 12.176
H 1.429 0.786 10.871
C -2.352 -6.323 4.270
O -1.749 -5.807 5.440
C -1.967 -4.344 5.681
C -0.908 -3.959 6.608
O 0.265 -3.614 5.894
C 1.463 -4.005 6.582
C 2.629 -3.402 5.767
O 3.899 -3.987 6.088
C 3.923 -5.276 5.487
H -1.870 -5.900 3.389
H -3.437 -6.251 4.346
H -2.106 -7.380 4.371
H -2.855 -4.198 6.296
H -1.941 -3.745 4.771
H -0.841 -4.932 7.093
H -0.958 -3.286 7.464
H 1.614 -5.062 6.804
H 1.327 -3.471 7.522
H 2.697 -2.340 6.001
H 2.298 -3.505 4.734
H 3.144 -5.867 5.969
H 4.820 -5.853 5.713
H 3.566 -5.220 4.459
C -11.691 -2.130 5.918
O -10.595 -1.786 4.995
C -10.217 -2.641 3.895
C -9.319 -3.787 4.239
O -8.220 -3.700 3.353
C -7.152 -4.693 3.548
C -6.475 -4.891 2.245
O -5.636 -6.017 2.265
C -4.707 -6.032 1.216
H -11.713 -3.080 6.451
H -12.532 -2.158 5.224
H -11.964 -1.389 6.669
H -9.644 -1.985 3.239
H -11.102 -2.993 3.365
H -9.832 -4.725 4.030
H -8.955 -3.888 5.261
H -7.717 -5.603 3.749
H -6.476 -4.402 4.352
H -6.027 -3.993 1.818
H -7.242 -5.223 1.545
H -4.046 -5.172 1.105
H -5.270 -6.124 0.287
H -4.085 -6.927 1.255
C 0.439 -6.516 2.794
O 1.524 -7.403 2.626
C 1.163 -8.724 3.117
C 2.435 -9.574 3.251
O 1.926 -10.862 3.694
C 1.711 -11.712 2.555
C 1.454 -13.102 3.139
O 0.146 -13.132 3.702
C -0.516 -14.394 3.563
H -0.486 -6.874 2.342
H 0.650 -5.553 2.329
H 0.227 -6.326 3.846
H 0.653 -9.301 2.346
H 0.636 -8.660 4.068
H 3.042 -9.215 4.083
H 3.034 -9.642 2.343
H 2.506 -11.801 1.814
H 0.957 -11.246 1.921
H 2.020 -13.204 4.065
H 1.506 -13.970 2.482
H -0.069 -15.226 4.108
H -0.441 -14.611 2.498
H -1.507 -14.154 3.947
C -7.884 6.055 4.629
O -8.680 4.972 4.082
C -8.436 3.717 4.599
C -7.384 2.891 3.775
O -7.895 2.361 2.618
C -6.996 1.619 1.681
C -6.508 0.259 1.892
O -5.162 0.210 2.303
C -4.805 -1.071 2.638
H -8.069 7.086 4.328
H -6.819 5.839 4.539
H -8.242 6.140 5.655
H -9.398 3.205 4.561
H -8.349 3.985 5.651
H -7.172 2.146 4.542
H -6.566 3.566 3.522
H -6.163 2.322 1.689
H -7.577 1.463 0.772
H -6.616 -0.248 0.933
H -7.124 -0.187 2.673
H -5.523 -1.574 3.284
H -3.836 -0.968 3.126
H -4.798 -1.620 1.696
C 9.837 6.228 -6.145
O 8.836 6.712 -5.248
C 8.888 6.194 -3.905
C 8.747 7.319 -2.865
O 8.247 6.774 -1.672
C 7.569 7.743 -0.844
C 7.291 7.274 0.544
O 6.100 6.638 0.899
C 5.532 5.689 0.008
H 9.581 5.812 -7.119
H 10.567 5.593 -5.643
H 10.465 7.064 -6.454
H 9.823 5.705 -3.633
H 7.984 5.600 -3.772
H 8.129 8.128 -3.254
H 9.681 7.837 -2.647
H 6.707 8.219 -1.310
H 8.108 8.685 -0.739
H 7.323 8.142 1.201
H 8.110 6.611 0.824
H 6.248 4.895 -0.203
H 5.106 6.145 -0.886
H 4.797 5.280 0.701
C -5.173 -8.627 -3.639
O -4.214 -7.584 -3.335
C -3.045 -7.965 -2.629
C -2.186 -6.703 -2.670
O -0.965 -7.196 -2.380
C 0.193 -6.264 -2.249
C 0.252 -5.614 -0.856
O 1.301 -4.737 -0.590
C 2.485 -5.573 -0.288
H -5.765 -8.209 -4.453
H -5.777 -8.555 -2.734
H -4.806 -9.612 -3.925
H -2.673 -8.834 -3.171
H -3.164 -8.268 -1.589
H -2.640 -6.068 -1.910
H -2.406 -6.089 -3.544
H 0.108 -5.603 -3.112
H 1.094 -6.869 -2.351
H 0.151 -6.423 -0.132
H -0.631 -4.977 -0.803
H 3.007 -5.943 -1.171
H 2.341 -6.366 0.445
H 3.235 -4.959 0.213
C 6.292 -0.697 1.745
O 6.930 -0.437 0.506
C 8.287 -0.055 0.678
C 9.063 0.135 -0.616
O 10.032 1.140 -0.709
C 10.548 1.365 -2.045
C 9.801 2.472 -2.790
O 10.333 3.704 -2.181
C 9.849 3.940 -0.905
H 6.274 -1.775 1.908
H 5.230 -0.456 1.783
H 6.704 -0.182 2.613
H 8.730 -0.866 1.256
H 8.207 0.878 1.234
H 8.323 0.299 -1.399
H 9.527 -0.827 -0.831
H 10.484 0.467 -2.659
H 11.630 1.375 -1.912
H 8.726 2.331 -2.894
H 10.113 2.444 -3.834
H 10.446 3.571 -0.072
H 8.901 3.492 -0.606
H 9.906 5.014 -0.726
C 4.307 3.261 -6.383
O 3.146 3.379 -5.565
C 3.360 3.224 -4.164
C 2.237 3.655 -3.268
O 0.989 3.110 -3.735
C 0.113 2.728 -2.694
C -1.161 2.132 -3.354
O -0.716 1.001 -4.031
C -1.647 -0.037 -4.204
H 4.304 3.817 -7.320
H 4.330 2.241 -6.766
H 5.251 3.422 -5.862
H 4.163 3.890 -3.848
H 3.708 2.227 -3.893
H 2.394 4.734 -3.287
H 2.451 3.459 -2.218
H -0.321 3.455 -2.008
H 0.445 1.892 -2.078
H -1.523 2.857 -4.082
H -1.895 2.016 -2.557
H -2.483 0.085 -3.516
H -1.217 -1.021 -4.014
H -2.075 -0.113 -5.203
C -11.335 -0.188 1.321
O -10.961 -0.857 0.181
C -9.933 -1.808 0.474
C -9.452 -2.478 -0.824
O -8.975 -1.850 -1.956
C -7.725 -1.212 -1.927
C -7.853 0.076 -2.846
O -6.619 0.836 -2.812
C -6.646 2.162 -3.010
H -11.444 -0.939 2.103
H -12.269 0.362 1.211
H -10.530 0.465 1.658
H -10.198 -2.579 1.198
H -9.065 -1.254 0.830
H -10.243 -3.136 -1.185
H -8.612 -3.131 -0.587
H -6.903 -1.836 -2.278
H -7.454 -0.734 -0.986
H -8.651 0.741 -2.515
H -8.077 -0.161 -3.886
H -7.102 2.635 -2.140
H -7.006 2.305 -4.029
H -5.667 2.624 -2.876
C -3.139 7.160 2.331
O -2.271 6.407 1.932
N -3.646 7.210 3.537
C -4.683 8.272 3.841
C -3.519 6.191 4.631
H -3.675 7.880 1.694
H -5.284 8.523 2.968
H -4.354 9.269 4.133
H -5.391 8.042 4.637
H -2.708 5.530 4.325
H -3.362 6.501 5.664
H -4.366 5.547 4.396
C 1.025 1.808 3.683
O 1.593 0.927 4.363
N 0.887 3.076 3.966
C 0.285 3.973 3.050
C 1.598 3.590 5.179
H 0.369 1.452 2.873
H 0.109 4.993 3.390
H -0.670 3.735 2.582
H 0.957 3.978 2.192
H 2.333 4.215 4.671
H 0.992 4.114 5.918
H 2.176 2.799 5.656
*
```

Results
Electronic energy: -189765.642 eV
E_LUMO: 0.289 eV
Gap between HOMO and LUMO: 9.04 eV